No. 1
Molecular formula: C47H71IN7O13P
Method: DFT, ωB97M-V/def2-TZVPD

Each line ends with the Mulliken charge.
Geometry (Å):
N1 -1.212 8.879 1.795  -0.639
C1 -2.205 7.977 1.142  -0.835
C2 -1.702 6.433 1.087  0.620
C3 -2.476 5.320 1.886  -1.434
C4 -1.980 3.858 1.820  0.806
C5 -0.741 3.573 0.907  0.701
C6 0.023 4.662 0.119  -0.818
C7 -0.447 6.158 0.219  0.836
C8 0.405 7.243 -0.577  -0.604
P1 -0.319 7.754 -2.241  0.826
O1 -0.381 9.283 -2.305  -0.672
O2 -1.797 6.966 -2.541  -0.438
O3 0.786 7.180 -3.439  -0.535
C9 -0.228 2.070 0.818  -0.378
O4 1.011 1.878 0.714  -0.593
C10 -1.341 0.929 0.911  0.335
C11 -1.179 -0.387 0.085  -0.216
C12 0.087 -0.575 -0.888  -0.778
C13 -0.069 0.480 -2.119  -0.478
C14 -1.549 0.517 -2.727  -0.525
I1 -2.558 2.382 -2.219  -0.026
C15 -2.299 -1.493 0.249  0.872
C16 -2.087 -2.841 -0.581  -0.797
C17 -0.753 -3.607 0.196  0.248
C18 -0.579 -5.239 -0.199  -0.523
O5 0.368 -4.042 -0.719  -0.411
C19 -3.484 -1.209 1.207  -1.030
C20 -3.665 0.128 2.023  0.978
C21 -4.966 0.300 2.945  -1.160
O6 -5.574 1.617 2.942  -0.339
C22 -6.459 1.813 1.841  0.241
C23 -5.978 1.875 0.362  0.387
C24 -6.906 2.093 -0.859  -0.161
C25 -8.423 2.281 -0.570  -0.419
C26 -8.988 2.258 0.880  -0.522
C27 -8.000 2.024 2.085  -0.515
C28 -2.576 1.214 1.859  0.423
C29 -2.612 2.618 2.595  0.080
O7 -3.060 2.834 3.752  -0.562
H1 -0.721 9.451 1.081  0.352
H2 -0.534 8.361 2.381  0.433
H3 -2.386 8.402 0.081  0.294
H4 -3.213 8.072 1.694  0.325
H5 -3.403 5.580 2.518  0.310
H6 0.914 4.316 -0.508  0.152
H7 0.570 8.167 0.072  0.096
H8 1.440 6.764 -0.769  0.360
H9 -1.603 6.001 -2.384  0.288
H10 0.497 6.294 -3.767  0.326
H11 1.080 -0.389 -0.357  0.375
H12 0.154 -1.608 -1.373  0.063
H13 0.254 1.539 -1.848  0.044
H14 0.639 0.108 -2.938  0.544
H15 -1.451 0.503 -3.876  0.493
H16 -2.195 -0.387 -2.448  -0.012
H17 -1.727 -2.636 -1.644  0.261
H18 -2.946 -3.583 -0.506  0.482
H19 -0.504 -3.283 1.324  0.262
H20 0.216 -5.610 0.535  0.087
H21 -0.698 -5.561 -1.283  0.385
H22 -4.273 -2.025 1.323  0.224
H23 -4.704 -0.075 4.007  0.361
H24 -5.772 -0.433 2.563  0.458
H25 -4.850 1.757 0.168  -0.056
H26 -6.423 2.090 -1.887  0.331
H27 -9.104 2.448 -1.470  0.330
H28 -10.089 2.384 1.142  0.303
H29 -8.436 2.028 3.138  0.330
C30 -8.347 5.452 -4.720  -0.959
N2 -7.576 4.454 -4.008  -0.067
C31 -6.649 3.594 -4.508  0.758
C32 -6.358 3.653 -5.984  -1.527
O8 -6.081 2.804 -3.762  -0.480
H30 -8.130 6.429 -4.284  0.311
H31 -9.407 5.227 -4.583  0.294
H32 -8.116 5.471 -5.783  0.366
H33 -7.719 4.358 -3.012  0.170
H34 -5.600 2.909 -6.234  0.268
H35 -7.263 3.429 -6.554  0.398
H36 -5.976 4.640 -6.251  0.414
C33 -8.394 -2.721 -3.900  -0.867
N3 -7.010 -2.799 -3.483  -0.149
C34 -6.155 -1.774 -3.209  0.506
C35 -6.676 -0.369 -3.346  -0.660
O9 -5.003 -2.014 -2.865  -0.654
H37 -9.004 -3.247 -3.163  0.278
H38 -8.490 -3.221 -4.867  0.292
H39 -8.740 -1.694 -3.989  0.333
H40 -6.593 -3.712 -3.371  0.257
H41 -5.885 0.338 -3.094  -0.101
H42 -6.992 -0.184 -4.375  0.392
H43 -7.510 -0.213 -2.657  0.369
C36 3.312 -5.918 -0.151  -0.851
N4 4.046 -7.125 0.169  -0.073
C37 4.240 -7.694 1.391  0.822
C38 3.628 -7.014 2.587  -1.386
O10 4.893 -8.725 1.490  -0.646
H44 2.513 -6.180 -0.848  0.290
H45 3.996 -5.220 -0.636  0.269
H46 2.881 -5.449 0.731  0.285
H47 4.484 -7.635 -0.586  0.260
H48 3.867 -7.582 3.488  0.330
H49 4.036 -6.007 2.695  0.337
H50 2.542 -6.974 2.481  0.393
C39 7.983 -7.303 2.004  -0.643
N5 7.811 -7.100 0.581  0.010
C40 8.747 -6.744 -0.337  0.735
C41 10.155 -6.522 0.148  -1.042
O11 8.434 -6.612 -1.516  -0.683
H51 7.692 -8.327 2.239  0.300
H52 7.320 -6.611 2.530  0.217
H53 9.008 -7.136 2.324  0.189
H54 6.890 -7.233 0.186  0.077
H55 10.789 -6.243 -0.695  0.301
H56 10.176 -5.711 0.880  0.327
H57 10.549 -7.441 0.588  0.174
C42 4.725 8.705 3.414  -0.871
N6 3.298 8.871 3.243  -0.178
C43 2.398 7.970 2.769  0.702
C44 2.908 6.615 2.358  -0.965
O12 1.212 8.273 2.687  -0.700
H58 4.965 8.862 4.468  0.287
H59 5.233 9.464 2.816  0.287
H60 5.065 7.717 3.110  0.342
H61 2.883 9.757 3.499  0.253
H62 2.076 6.006 2.001  -0.063
H63 3.634 6.718 1.548  0.368
H64 3.364 6.111 3.213  0.455
C45 13.340 -8.820 3.622  -0.901
N7 11.911 -8.655 3.461  -0.153
C46 11.006 -9.559 2.991  0.836
C47 11.516 -10.913 2.576  -1.408
O13 9.821 -9.258 2.918  -0.589
H65 13.587 -8.664 4.674  0.299
H66 13.843 -8.060 3.020  0.286
H67 13.678 -9.807 3.314  0.341
H68 11.497 -7.770 3.721  0.235
H69 10.683 -11.522 2.225  0.311
H70 12.236 -10.808 1.761  0.364
H71 11.979 -11.417 3.428  0.380

Values from the calculation:
E_HOMO (eV): -8.248
SMILES: NCc1cc2c(cc1CP(=O)(O)O)C(=O)c1c(CCCI)c(C[C@H]3CO3)cc(COc3ccccc3)c1C2=O.CNC(C)=O.CNC(C)=O.CNC(C)=O.CNC(C)=O.CNC(C)=O.CNC(C)=O
Net charge: 0
Kohn-Sham gap (eV): 7.26
ΔE to the lowest compared entry with this formula, charge and spin (kJ/mol): 1635.40

***

No. 2
Molecular formula: C3H5NSe
Method: DFT, ωB97M-V/def2-TZVPD

Each line ends with the Mulliken charge.
Geometry (Å):
C1 0.841 0.383 1.357  -0.824
Se1 -0.981 0.696 0.909  0.102
C2 -0.855 0.387 -1.062  -0.604
C3 -0.418 -1.324 -1.122  0.222
N1 -0.044 -2.397 -1.064  -0.379
H1 1.160 -0.328 0.579  0.204
H2 1.463 1.183 1.207  0.330
H3 0.835 0.030 2.341  0.304
H4 -0.136 1.058 -1.674  0.322
H5 -1.863 0.312 -1.471  0.324

Values from the calculation:
E_HOMO (eV): -8.967
SMILES: C[Se]CC#N
Net charge: 0
Kohn-Sham gap (eV): 9.40
ΔE to the lowest compared entry with this formula, charge and spin (kJ/mol): 86.35

***

No. 3
Molecular formula: C4H6N
Method: DFT, ωB97M-V/def2-TZVPD

Each line ends with the Mulliken charge.
Geometry (Å):
C1 2.547 -0.759 0.100  0.072
C2 0.205 1.922 -0.043  -0.684
C3 0.573 0.670 0.087  0.295
C4 -1.111 -1.021 -0.036  -0.733
N1 1.677 0.008 0.097  -0.021
H1 3.374 -1.415 0.082  0.490
H2 0.932 2.725 -0.102  0.288
H3 -0.830 2.214 -0.085  0.257
H4 -1.960 -0.368 0.046  0.331
H5 -0.848 -1.404 -1.001  0.359
H6 -0.824 -1.575 0.840  0.346

Values from the calculation:
E_HOMO (eV): -14.278
Net charge: +1
Kohn-Sham gap (eV): 8.68
ΔE to the lowest compared entry with this formula, charge and spin (kJ/mol): 378.61

***

No. 4
Molecular formula: C10H8O2
Method: DFT, ωB97M-V/def2-TZVPD

Each line ends with the Mulliken charge.
Geometry (Å):
C1 2.625 -0.115 -1.824  -1.470
C2 1.529 0.077 -0.764  0.554
C3 1.774 0.769 0.413  -0.388
C4 0.737 1.111 1.258  -0.756
C5 -0.472 0.419 1.078  0.406
O1 -1.334 0.518 2.075  -0.387
C6 -2.594 0.030 1.978  0.441
O2 -3.270 0.286 2.869  -0.501
C7 -2.924 -0.715 0.671  -0.630
C8 -2.038 -0.885 -0.372  -0.676
C9 -0.768 -0.137 -0.169  0.867
C10 0.229 -0.225 -1.099  -0.565
H1 2.411 -0.714 -2.722  0.331
H2 3.327 -0.858 -1.429  0.352
H3 3.144 0.720 -2.150  0.350
H4 2.800 0.947 0.718  0.379
H5 0.968 1.727 2.106  0.402
H6 -3.919 -0.974 0.681  0.460
H7 -2.189 -1.385 -1.267  0.465
H8 -0.037 -0.595 -2.050  0.365

Values from the calculation:
E_HOMO (eV): -8.639
SMILES: Cc1ccc2oc(=O)ccc2c1
Net charge: 0
Kohn-Sham gap (eV): 8.72
ΔE to the lowest compared entry with this formula, charge and spin (kJ/mol): 142.59

***

No. 5
Molecular formula: C3H29NO11S
Method: DFT, ωB97M-V/def2-TZVPD

Each line ends with the Mulliken charge.
Geometry (Å):
C1 -2.035 -1.187 -1.070  -0.778
O1 -1.904 0.235 -1.222  -0.534
C2 -0.676 -1.768 -0.713  0.415
C3 -0.547 -3.214 -1.288  -0.793
S1 1.019 -3.666 -2.055  0.244
N1 -0.237 -1.875 0.667  -0.153
H1 -2.815 -1.278 -0.306  0.241
H2 -2.399 -1.559 -2.025  0.395
H3 -1.750 0.425 -2.172  0.290
H4 0.078 -1.181 -1.240  0.064
H5 -1.324 -3.425 -2.025  0.526
H6 -0.720 -3.952 -0.498  0.451
H7 1.691 -2.513 -2.084  0.282
H8 -0.920 -2.365 1.240  0.271
H9 -0.052 -1.002 1.158  0.198
H10 -0.464 3.032 1.161  0.368
H11 -1.721 2.107 1.481  0.465
O2 -0.901 2.472 1.848  -0.792
H12 -0.224 1.175 -3.881  0.384
H13 -1.086 2.207 -3.167  0.306
O3 -1.117 1.293 -3.507  -0.694
H14 1.356 1.504 -0.862  0.371
H15 2.851 1.513 -0.439  0.300
O4 2.202 1.894 -1.057  -0.735
H16 2.116 1.600 -3.013  0.380
H17 1.289 2.715 -3.234  0.327
O5 1.610 1.967 -3.773  -0.719
H18 2.214 -2.729 2.885  0.298
H19 1.608 -2.752 1.427  0.335
O6 2.434 -2.739 1.939  -0.690
H20 -3.112 1.368 -0.072  0.386
H21 -2.831 0.681 1.222  0.295
O7 -3.333 1.417 0.867  -0.716
H22 -0.401 -1.396 3.390  0.250
H23 -1.831 -0.779 3.881  0.283
O8 -1.274 -1.031 3.162  -0.590
H24 1.149 3.009 0.032  0.400
H25 1.343 4.493 0.314  0.300
O9 0.671 3.847 0.074  -0.670
H26 3.089 -1.042 1.119  0.282
H27 2.243 0.199 1.613  0.360
O10 2.704 -0.193 0.859  -0.619
H28 0.659 0.238 3.702  0.205
H29 0.390 1.502 2.675  0.396
O11 0.958 0.756 2.986  -0.586

Values from the calculation:
E_HOMO (alpha / beta) (eV): -13.390 / -13.389
2S+1: 2
<S²>: 0.75
Net charge: +1
Kohn-Sham gap (alpha / beta) (eV): 9.65 / 4.41

***

No. 6
Molecular formula: C14H10CrN2O3Se3Te
Method: DFT, ωB97M-V/def2-TZVPD

Each line ends with the Mulliken charge.
Geometry (Å):
Cr1 -0.015 0.538 0.186  0.875
O1 -4.425 0.632 0.625  -0.615
C1 -4.658 -0.603 0.133  0.078
C2 -5.978 -1.027 0.050  -0.684
C3 -6.282 -2.294 -0.422  -0.254
C4 -5.261 -3.144 -0.824  -0.678
C5 -3.949 -2.722 -0.785  -0.387
C6 -3.616 -1.446 -0.318  0.372
C7 -2.234 -1.009 -0.346  0.919
O2 -1.843 0.029 0.373  -0.898
N1 -1.343 -1.616 -1.098  -0.945
N2 -0.130 -1.007 -0.974  0.086
C8 0.840 -1.538 -1.704  -0.443
C9 2.198 -1.156 -1.647  0.353
C10 3.135 -1.711 -2.540  -0.806
C11 4.461 -1.349 -2.510  -0.541
C12 4.912 -0.418 -1.577  -0.407
C13 4.029 0.138 -0.676  -0.478
C14 2.675 -0.210 -0.686  0.700
O3 1.856 0.354 0.165  -0.561
H1 -3.453 0.741 0.684  0.353
H2 -6.758 -0.342 0.350  0.406
H3 -7.315 -2.617 -0.466  0.357
H4 -5.498 -4.137 -1.183  0.347
H5 -3.145 -3.361 -1.121  0.421
H6 0.559 -2.346 -2.380  0.306
H7 2.783 -2.429 -3.271  0.304
H8 5.151 -1.784 -3.222  0.357
H9 5.952 -0.123 -1.566  0.351
H10 4.359 0.876 0.046  0.446
Se1 -1.479 2.480 1.122  0.172
Se2 -2.139 4.341 2.235  -0.732
Te1 1.397 4.944 1.390  -0.541
Se3 0.765 2.645 0.656  -0.235

Values from the calculation:
E_HOMO (alpha / beta) (eV): 0.415 / 0.386
2S+1: 5
<S²>: 6.04
Net charge: -2
Kohn-Sham gap (alpha / beta) (eV): 4.06 / 3.96
ΔE to the lowest compared entry with this formula, charge and spin (kJ/mol): 301.18